Model 1:
A cluster of 15 separate species, C60H165N15O15 in total. Source: the Open Molecules 2025 dataset; level of theory: wB97M-V/def2-TZVPD.

ORCA input file:
```
! RIJCOSX wB97M-V def2-TZVPD def2/J DEFGRID3
* xyz 0 1
C 11.17 0.97 -3.56
C 9.78 0.53 -4.01
C 8.67 1.19 -3.20
O 8.57 0.64 -1.92
C 7.69 1.42 -1.05
N 9.67 0.97 -5.41
H 11.35 2.01 -3.82
H 11.95 0.37 -4.04
H 11.26 0.84 -2.48
H 9.68 -0.55 -3.95
H 7.69 1.10 -3.67
H 8.82 2.27 -3.16
H 6.70 1.27 -1.48
H 8.02 2.46 -1.12
H 7.71 1.01 -0.04
H 10.37 0.50 -5.96
H 8.77 0.66 -5.75
C 3.05 -2.74 -7.05
C 3.06 -2.62 -8.62
C 1.62 -2.77 -9.22
O 1.02 -4.09 -9.17
C 0.08 -4.29 -10.21
N 3.69 -1.36 -8.96
H 2.58 -1.86 -6.61
H 4.07 -2.86 -6.70
H 2.49 -3.63 -6.76
H 3.65 -3.45 -9.02
H 1.68 -2.48 -10.27
H 0.90 -2.08 -8.78
H 0.54 -4.59 -11.16
H -0.45 -3.36 -10.40
H -0.64 -5.03 -9.88
H 3.78 -1.24 -9.96
H 3.24 -0.53 -8.61
C -1.10 -1.53 -0.20
C -0.03 -1.55 0.91
C -0.08 -0.31 1.92
O -0.15 0.90 1.18
C -0.39 2.12 1.99
N -0.16 -2.80 1.59
H -0.86 -0.58 -0.70
H -2.15 -1.37 0.06
H -0.93 -2.36 -0.88
H 0.99 -1.55 0.51
H 0.71 -0.35 2.67
H -1.00 -0.41 2.51
H -1.28 2.03 2.60
H -0.58 2.97 1.34
H 0.42 2.17 2.72
H 0.28 -2.80 2.50
H -1.13 -2.77 1.87
C 9.59 10.27 -0.82
C 9.70 9.23 -1.86
C 8.27 8.87 -2.38
O 7.46 8.33 -1.30
C 6.23 7.77 -1.80
N 10.59 9.69 -2.92
H 10.56 10.53 -0.40
H 9.06 9.83 0.03
H 9.03 11.13 -1.18
H 10.03 8.29 -1.43
H 8.32 8.09 -3.15
H 7.84 9.72 -2.91
H 5.65 7.26 -1.02
H 6.41 7.10 -2.63
H 5.59 8.56 -2.18
H 10.12 10.46 -3.39
H 10.54 9.00 -3.65
C -0.95 -9.89 -2.40
C -2.28 -10.14 -1.60
C -2.94 -11.46 -1.94
O -2.87 -11.87 -3.31
C -3.57 -11.05 -4.22
N -2.02 -10.04 -0.17
H -0.33 -10.78 -2.35
H -0.28 -9.11 -2.05
H -1.15 -9.67 -3.45
H -3.10 -9.43 -1.73
H -3.94 -11.47 -1.52
H -2.49 -12.27 -1.37
H -4.57 -10.95 -3.78
H -3.75 -11.48 -5.21
H -3.31 -10.00 -4.31
H -1.65 -9.10 -0.06
H -1.30 -10.68 0.14
C -6.37 -4.63 3.71
C -5.71 -4.95 5.08
C -6.47 -4.14 6.15
O -6.25 -2.79 5.82
C -7.09 -1.85 6.54
N -5.73 -6.35 5.34
H -7.42 -4.91 3.67
H -5.87 -5.06 2.84
H -6.28 -3.56 3.53
H -4.69 -4.57 5.10
H -6.08 -4.30 7.16
H -7.55 -4.27 6.12
H -8.13 -2.11 6.34
H -6.91 -0.86 6.12
H -6.83 -1.85 7.60
H -5.10 -6.72 4.65
H -5.22 -6.63 6.17
C -5.96 6.68 4.98
C -6.28 6.97 6.47
C -5.10 6.75 7.38
O -4.39 5.61 7.05
C -3.41 5.32 8.08
N -6.64 8.38 6.45
H -5.78 5.61 4.84
H -5.17 7.28 4.54
H -6.83 6.90 4.36
H -7.04 6.26 6.79
H -5.61 6.78 8.34
H -4.43 7.60 7.44
H -2.62 6.07 8.03
H -2.97 4.46 7.56
H -3.88 5.05 9.02
H -6.76 8.60 7.43
H -7.57 8.41 6.06
C 5.06 7.44 -11.37
C 5.15 6.47 -10.20
C 3.71 6.13 -9.65
O 3.62 4.97 -8.81
C 2.42 4.84 -8.10
N 5.97 5.33 -10.59
H 6.05 7.69 -11.76
H 4.55 8.36 -11.09
H 4.54 6.93 -12.18
H 5.61 6.93 -9.32
H 2.98 5.83 -10.40
H 3.33 7.03 -9.17
H 1.58 4.97 -8.78
H 2.36 5.64 -7.36
H 2.39 3.92 -7.52
H 6.02 4.75 -9.76
H 5.51 4.74 -11.27
C 3.37 -4.03 7.76
C 2.17 -4.55 8.51
C 1.19 -3.42 8.94
O 0.23 -4.01 9.83
C -0.73 -3.07 10.35
N 1.44 -5.57 7.70
H 3.89 -3.37 8.46
H 3.20 -3.55 6.80
H 4.10 -4.83 7.68
H 2.45 -5.08 9.42
H 0.72 -3.17 7.99
H 1.64 -2.51 9.33
H -1.36 -2.75 9.52
H -0.18 -2.19 10.69
H -1.35 -3.54 11.11
H 0.67 -5.83 8.30
H 1.96 -6.43 7.80
C -6.26 -2.92 -6.15
C -7.21 -4.06 -6.20
C -7.22 -4.66 -4.83
O -7.94 -5.87 -4.84
C -8.19 -6.39 -3.56
N -8.46 -3.48 -6.58
H -5.26 -3.18 -5.80
H -6.65 -2.16 -5.47
H -6.21 -2.35 -7.07
H -6.91 -4.74 -7.00
H -7.58 -3.96 -4.09
H -6.21 -4.85 -4.46
H -8.70 -7.35 -3.59
H -8.74 -5.78 -2.85
H -7.27 -6.54 -2.99
H -8.82 -3.04 -5.75
H -9.07 -4.29 -6.64
C -2.93 14.18 3.29
C -1.87 14.59 4.31
C -1.22 13.25 4.81
O -0.25 12.79 3.81
C 0.19 11.49 4.21
N -0.90 15.50 3.70
H -3.62 15.02 3.20
H -3.57 13.38 3.65
H -2.43 14.07 2.33
H -2.35 15.18 5.09
H -2.02 12.56 5.09
H -0.76 13.34 5.79
H 0.82 11.67 5.08
H 0.64 10.89 3.42
H -0.60 10.83 4.55
H -0.12 15.77 4.29
H -0.45 14.96 2.98
C 12.13 -6.23 4.48
C 11.63 -6.73 3.12
C 10.59 -5.83 2.46
O 10.00 -6.49 1.34
C 8.87 -5.86 0.78
N 12.79 -6.67 2.25
H 12.87 -6.92 4.89
H 11.33 -6.06 5.20
H 12.66 -5.28 4.38
H 11.23 -7.74 3.17
H 11.00 -4.90 2.09
H 9.81 -5.67 3.21
H 9.22 -4.91 0.38
H 8.21 -5.54 1.58
H 8.33 -6.47 0.06
H 12.41 -6.50 1.33
H 13.37 -5.84 2.36
C 5.28 -12.82 6.53
C 4.12 -11.78 6.54
C 3.04 -12.08 5.45
O 3.43 -11.92 4.08
C 4.19 -10.76 3.82
N 3.61 -11.90 7.89
H 4.90 -13.82 6.72
H 6.06 -12.60 7.26
H 5.83 -12.90 5.60
H 4.53 -10.79 6.34
H 2.20 -11.42 5.61
H 2.64 -13.10 5.45
H 5.14 -10.72 4.35
H 3.64 -9.86 4.07
H 4.36 -10.74 2.74
H 3.44 -12.88 8.09
H 4.38 -11.70 8.51
C -10.66 1.19 0.66
C -11.91 0.85 -0.14
C -13.07 1.77 0.33
O -13.43 1.71 1.68
C -14.44 0.71 2.00
N -11.60 1.07 -1.55
H -10.73 1.04 1.73
H -10.40 2.23 0.48
H -9.79 0.66 0.28
H -12.13 -0.21 0.01
H -14.03 1.80 -0.17
H -12.70 2.78 0.17
H -14.64 0.64 3.07
H -13.91 -0.22 1.80
H -15.41 0.76 1.51
H -11.10 1.95 -1.51
H -12.41 1.34 -2.09
C -4.57 5.31 -3.63
C -5.54 6.43 -3.80
C -4.92 7.59 -4.59
O -3.59 8.02 -4.18
C -3.51 8.88 -3.11
N -6.70 5.83 -4.45
H -3.63 5.71 -3.24
H -4.30 4.83 -4.57
H -4.90 4.59 -2.88
H -5.89 6.78 -2.83
H -5.60 8.43 -4.74
H -4.91 7.37 -5.66
H -4.03 8.34 -2.31
H -3.86 9.91 -3.24
H -2.47 8.96 -2.83
H -6.40 5.45 -5.34
H -7.31 6.62 -4.62
*
```

Results
highest occupied orbital energy	-0.335	Ha
frontier orbital gap	0.3458	Eh
LUMO	0.0103	hartree

=====

Model 2:
A cluster of 15 separate species, C60H165N15O15 in total. Source: the Open Molecules 2025 dataset; level of theory: wB97M-V/def2-TZVPD.

ORCA input file:
```
! RIJCOSX wB97M-V def2-TZVPD def2/J DEFGRID3
* xyz 0 1
C 5.49 -1.14 1.59
C 5.77 -2.52 2.19
C 6.57 -3.35 1.23
O 6.52 -4.66 1.62
C 7.44 -5.52 0.96
N 6.42 -2.35 3.54
H 6.40 -0.61 1.29
H 4.97 -0.48 2.28
H 4.85 -1.26 0.71
H 4.75 -2.89 2.37
H 7.57 -2.91 1.12
H 6.14 -3.19 0.23
H 7.70 -5.17 -0.05
H 6.96 -6.48 0.80
H 8.36 -5.63 1.54
H 6.86 -3.26 3.72
H 7.24 -1.75 3.39
C 0.52 5.91 -2.62
C 0.32 7.14 -1.73
C 0.84 8.42 -2.37
O 2.19 8.62 -2.07
C 2.41 9.08 -0.76
N -1.13 7.33 -1.49
H -0.10 5.98 -3.52
H 0.28 5.02 -2.04
H 1.55 5.75 -2.96
H 0.79 6.92 -0.77
H 0.21 9.29 -2.17
H 0.76 8.30 -3.46
H 1.83 9.99 -0.55
H 3.46 9.33 -0.74
H 2.12 8.32 -0.02
H -1.56 6.67 -0.86
H -1.55 7.19 -2.41
C 1.10 1.02 -0.97
C 0.82 0.68 0.50
C 0.86 -0.79 0.75
O -0.34 -1.24 0.21
C -0.71 -2.55 0.54
N 1.72 1.52 1.35
H 0.44 0.50 -1.68
H 2.15 0.78 -1.21
H 1.03 2.10 -1.18
H -0.21 1.02 0.68
H 0.91 -0.93 1.84
H 1.73 -1.28 0.29
H -0.56 -2.79 1.60
H -0.01 -3.26 0.08
H -1.76 -2.68 0.33
H 2.60 1.06 1.57
H 2.01 2.29 0.73
C 2.70 -1.10 5.16
C 2.82 -2.55 5.66
C 1.96 -3.57 4.97
O 0.58 -3.29 5.15
C 0.09 -3.62 6.41
N 4.26 -2.95 5.73
H 1.68 -0.75 5.35
H 2.92 -1.02 4.09
H 3.36 -0.47 5.75
H 2.64 -2.49 6.75
H 2.21 -4.59 5.29
H 2.12 -3.45 3.89
H 0.29 -4.68 6.66
H -0.98 -3.49 6.55
H 0.65 -3.07 7.17
H 4.70 -2.84 4.80
H 4.80 -2.23 6.20
C -1.38 3.81 -0.10
C -1.51 4.26 1.36
C -2.91 4.76 1.65
O -3.11 5.93 0.90
C -4.25 6.63 1.27
N -1.11 3.21 2.28
H -2.17 3.11 -0.39
H -0.42 3.33 -0.31
H -1.48 4.65 -0.78
H -0.89 5.15 1.49
H -2.99 4.94 2.73
H -3.67 3.98 1.46
H -4.41 6.70 2.35
H -5.17 6.26 0.81
H -4.20 7.67 0.93
H -1.76 2.43 2.30
H -0.22 2.77 2.06
C -2.30 3.10 -8.17
C -1.21 2.14 -7.71
C -1.35 1.72 -6.28
O -1.25 2.81 -5.41
C -1.37 2.54 -4.05
N -1.17 0.99 -8.61
H -2.15 3.34 -9.22
H -2.23 4.03 -7.61
H -3.31 2.69 -8.06
H -0.29 2.71 -7.87
H -0.65 0.89 -6.09
H -2.35 1.26 -6.10
H -2.28 1.94 -3.92
H -1.36 3.49 -3.52
H -0.54 1.95 -3.65
H -0.44 0.34 -8.30
H -2.00 0.41 -8.44
C -5.84 0.78 4.06
C -4.54 0.74 4.84
C -3.36 1.32 4.08
O -3.04 0.72 2.85
C -2.57 -0.60 2.90
N -4.72 1.57 6.08
H -6.58 0.30 4.70
H -5.81 0.31 3.08
H -6.15 1.82 3.93
H -4.28 -0.28 5.18
H -2.46 1.36 4.72
H -3.60 2.35 3.83
H -3.14 -1.31 3.51
H -1.54 -0.60 3.29
H -2.47 -1.04 1.91
H -5.20 0.96 6.74
H -3.82 1.78 6.51
C 6.81 4.89 5.19
C 7.31 3.71 4.37
C 6.59 3.69 3.04
O 6.99 2.62 2.26
C 6.08 2.36 1.23
N 8.77 3.87 4.13
H 6.94 5.84 4.69
H 7.34 4.93 6.14
H 5.76 4.68 5.36
H 7.21 2.78 4.93
H 6.76 4.65 2.55
H 5.50 3.63 3.23
H 5.06 2.15 1.58
H 6.43 1.46 0.72
H 6.03 3.20 0.53
H 9.05 3.17 3.45
H 8.91 4.78 3.69
C 1.80 5.39 0.78
C 2.59 4.96 -0.46
C 3.63 6.00 -0.84
O 4.31 6.42 0.33
C 5.48 7.10 0.02
N 3.28 3.71 -0.01
H 1.49 6.45 0.68
H 2.42 5.35 1.67
H 0.90 4.80 0.94
H 1.93 4.70 -1.28
H 3.18 6.81 -1.43
H 4.38 5.52 -1.49
H 6.21 6.38 -0.40
H 5.86 7.51 0.95
H 5.41 7.89 -0.73
H 3.76 3.31 -0.83
H 4.04 3.96 0.61
C 5.56 3.34 -4.77
C 4.63 3.46 -3.57
C 3.37 2.64 -3.79
O 2.77 3.08 -4.97
C 1.70 2.24 -5.35
N 5.29 2.96 -2.35
H 6.53 3.79 -4.53
H 5.18 3.81 -5.67
H 5.77 2.29 -4.98
H 4.27 4.48 -3.44
H 2.66 2.76 -2.96
H 3.63 1.57 -3.80
H 2.09 1.25 -5.60
H 1.18 2.72 -6.17
H 1.00 2.15 -4.51
H 5.80 2.12 -2.64
H 6.06 3.57 -2.09
C -1.16 -7.83 7.66
C -2.52 -7.88 7.03
C -2.42 -7.32 5.63
O -2.00 -5.99 5.66
C -2.05 -5.39 4.38
N -3.06 -9.22 6.95
H -0.82 -6.80 7.60
H -0.42 -8.44 7.13
H -1.13 -8.14 8.70
H -3.16 -7.22 7.63
H -3.34 -7.42 5.05
H -1.67 -7.94 5.10
H -1.24 -4.65 4.32
H -2.93 -4.73 4.29
H -2.08 -6.11 3.58
H -4.05 -9.25 6.74
H -2.97 -9.70 7.84
C -6.40 -2.22 1.96
C -6.84 -1.98 0.53
C -5.75 -2.29 -0.49
O -5.30 -3.60 -0.34
C -4.30 -3.90 -1.29
N -7.98 -2.94 0.25
H -6.19 -3.30 2.01
H -7.17 -2.18 2.72
H -5.52 -1.65 2.25
H -7.23 -0.97 0.37
H -4.90 -1.58 -0.40
H -6.07 -2.11 -1.53
H -4.08 -4.95 -1.14
H -3.43 -3.26 -1.14
H -4.66 -3.69 -2.30
H -8.22 -2.83 -0.73
H -7.63 -3.89 0.35
C -6.24 0.02 -5.18
C -5.96 0.16 -3.72
C -4.46 -0.11 -3.49
O -4.13 0.17 -2.18
C -2.82 -0.27 -1.81
N -6.27 1.51 -3.26
H -7.32 0.09 -5.38
H -6.00 -0.98 -5.56
H -5.73 0.75 -5.81
H -6.44 -0.61 -3.12
H -3.91 0.54 -4.19
H -4.27 -1.16 -3.79
H -2.83 -0.38 -0.73
H -2.16 0.55 -2.10
H -2.62 -1.22 -2.30
H -5.81 2.14 -3.92
H -5.82 1.68 -2.36
C -2.72 -8.92 -3.94
C -3.63 -8.42 -2.84
C -2.85 -7.99 -1.62
O -1.93 -6.97 -1.91
C -1.12 -6.56 -0.85
N -4.45 -7.25 -3.38
H -1.85 -8.26 -4.07
H -3.16 -9.04 -4.93
H -2.23 -9.87 -3.69
H -4.33 -9.22 -2.56
H -2.29 -8.87 -1.26
H -3.49 -7.65 -0.80
H -1.72 -6.22 0.00
H -0.51 -5.73 -1.21
H -0.43 -7.34 -0.50
H -5.44 -7.39 -3.19
H -4.18 -6.43 -2.83
C 0.01 -4.95 -4.45
C -1.08 -4.03 -3.89
C -1.26 -2.78 -4.74
O -0.06 -2.02 -4.76
C 0.14 -1.20 -3.64
N -2.39 -4.74 -3.79
H 0.18 -5.80 -3.78
H 0.93 -4.39 -4.61
H -0.31 -5.35 -5.42
H -0.84 -3.80 -2.84
H -2.11 -2.18 -4.41
H -1.39 -3.13 -5.77
H -0.41 -0.26 -3.75
H 1.17 -0.88 -3.83
H 0.07 -1.64 -2.65
H -2.72 -4.92 -4.74
H -2.32 -5.67 -3.39
*
```

Results
highest occupied orbital energy	-0.319	Ha
frontier orbital gap	0.3262	Eh
LUMO	0.0072	hartree

=====

Stability ranking, top entry: model 2; the second entry is 589.9 kJ/mol less favorable.